No. 1
47
Properties=species:S:1:pos:R:3:forces:R:3:nbo_charge:R:1 method="wB97M-V/def2-TZVPD" homo_lumo_gap_ev=8.7 smiles="CCc1nc(SCC(=O)NC[C@@H]2CCCO2)c2oc3ccccc3c2n1" total_charge=0
C -1.397667 -4.195762 1.310896 0.12 0.12 0.08 -0.59
C -0.608651 -2.892108 1.442071 -0.07 -0.17 0.04 -0.45
C -1.208305 -1.841124 0.564953 0.14 0.03 0.14 0.44
N -0.585042 -1.617429 -0.588597 -0.16 -0.07 -0.17 -0.50
C -1.049531 -0.720863 -1.439228 -0.18 0.21 -0.22 0.07
S -0.135938 -0.464629 -2.912069 0.06 0.11 -0.33 0.27
C 1.156570 -1.713538 -2.650370 -0.38 0.00 0.07 -0.61
C 1.892148 -1.594593 -1.318845 -0.02 0.11 -0.35 0.70
O 2.292649 -2.577751 -0.734889 0.23 -0.38 0.10 -0.64
N 2.103257 -0.333074 -0.903671 0.22 0.50 0.02 -0.63
C 2.869616 -0.015436 0.272833 0.39 0.11 -0.11 -0.24
C 4.101598 0.822456 -0.107259 -0.08 -0.58 0.31 0.09
C 4.895876 1.280682 1.122523 -0.10 0.09 -0.22 -0.43
C 4.329724 2.676109 1.379073 -0.07 -0.02 -0.22 -0.43
C 4.045106 3.150215 -0.044004 0.14 0.37 0.15 -0.06
O 3.667862 2.000641 -0.780732 -0.17 -0.13 -0.12 -0.54
C -2.208426 -0.027633 -1.114785 0.03 -0.69 1.12 0.17
O -2.893881 0.925072 -1.792908 0.17 0.21 -0.56 -0.41
C -3.952599 1.253125 -1.000520 -0.49 -0.20 0.96 0.29
C -4.934227 2.186269 -1.287815 0.23 -0.05 -0.22 -0.25
C -5.927854 2.368678 -0.343975 0.07 -0.01 -0.06 -0.18
C -5.946721 1.646887 0.849281 -0.10 -0.02 0.17 -0.23
C -4.969592 0.717017 1.138192 0.09 0.01 -0.13 -0.17
C -3.961056 0.518223 0.202685 -0.19 0.41 -0.43 -0.08
C -2.805352 -0.330908 0.128482 0.73 -0.03 -0.87 0.17
N -2.307071 -1.228589 0.972517 -0.46 0.13 0.32 -0.46
H -2.436634 -4.034450 1.588696 -0.10 -0.04 0.02 0.21
H -0.971950 -4.955919 1.960647 -0.01 -0.12 0.03 0.21
H -1.360457 -4.555490 0.285544 -0.02 -0.08 -0.10 0.21
H 0.424259 -3.048686 1.131067 0.01 0.05 0.07 0.24
H -0.642422 -2.550209 2.476983 0.05 0.03 0.00 0.22
H 1.860574 -1.578453 -3.472832 -0.02 0.00 -0.01 0.25
H 0.706624 -2.703480 -2.713394 0.17 0.05 0.08 0.26
H 1.833505 0.449632 -1.481471 -0.10 -0.16 -0.02 0.41
H 2.245179 0.547109 0.975384 0.08 -0.03 0.07 0.19
H 3.173686 -0.960620 0.726954 -0.01 0.11 0.02 0.24
H 4.716576 0.238230 -0.803745 -0.08 0.06 0.10 0.19
H 5.957441 1.343369 0.882844 0.02 -0.04 0.03 0.21
H 4.763537 0.604748 1.963738 0.05 -0.06 0.05 0.22
H 3.403891 2.613667 1.951497 -0.01 0.04 0.03 0.20
H 5.024610 3.329253 1.900990 -0.01 0.04 0.06 0.22
H 4.947424 3.588991 -0.493251 -0.09 0.01 0.05 0.16
H 3.232187 3.876970 -0.107857 0.09 -0.01 0.01 0.19
H -4.915540 2.740517 -2.212115 -0.02 0.08 -0.10 0.23
H -6.709447 3.088080 -0.536423 -0.06 0.06 -0.03 0.22
H -6.743146 1.822749 1.556475 -0.06 0.01 0.06 0.22
H -4.972408 0.152059 2.056442 -0.02 -0.05 0.11 0.23

No. 2
46
Properties=species:S:1:pos:R:3:forces:R:3:nbo_charge:R:1 method="wB97M-V/def2-TZVPD" homo_lumo_gap_ev=6.7 smiles="CCCCCCn1c(O)c(/C=C2/C=NN=C2c2ccccc2)sc1=S" total_charge=0
C -6.032594 -2.411944 -0.366707 0.10 0.13 0.20 -0.60
C -5.001920 -1.419126 0.156979 0.03 -0.14 -0.30 -0.39
C -4.013462 -1.011976 -0.933822 -0.01 0.24 0.26 -0.39
C -3.037952 0.079999 -0.494767 0.01 -0.31 -0.02 -0.40
C -2.019719 -0.413265 0.531373 -0.05 0.33 -0.13 -0.41
C -1.081254 0.696499 1.007007 -0.33 -0.55 0.55 -0.23
N -0.295193 1.251480 -0.076041 0.25 -0.30 -0.05 -0.42
C 0.783585 0.607250 -0.579096 0.62 -0.46 -0.48 0.60
O 1.047657 -0.600948 -0.092436 -0.48 0.44 -0.02 -0.63
C 1.422191 1.267373 -1.613288 -0.11 0.34 0.03 -0.40
C 2.560278 0.888175 -2.349382 0.00 -0.29 0.33 -0.03
C 3.542578 0.019843 -1.943121 0.06 0.03 0.05 -0.23
C 4.396565 -0.776943 -2.790398 -0.21 0.11 0.22 0.00
N 5.121453 -1.571704 -2.066232 0.63 -0.27 -1.54 -0.25
N 4.962185 -1.270578 -0.764227 -0.52 0.09 1.56 -0.24
C 4.002647 -0.395371 -0.618602 0.10 0.06 -0.63 0.08
C 3.648405 0.173163 0.675439 0.14 0.16 0.55 -0.01
C 3.358886 1.530433 0.812458 0.14 -0.11 -0.01 -0.23
C 2.986207 2.040913 2.040930 -0.08 0.11 0.02 -0.20
C 2.905170 1.209578 3.146894 -0.03 0.00 0.07 -0.21
C 3.227996 -0.132209 3.025632 -0.03 -0.01 0.12 -0.21
C 3.599046 -0.650075 1.799577 0.03 0.09 -0.18 -0.19
S 0.543834 2.758288 -1.961940 -0.23 -0.27 0.47 0.44
C -0.590929 2.450817 -0.665885 0.08 0.56 -0.40 -0.11
S -1.798105 3.455749 -0.217999 -0.05 0.26 -0.13 -0.09
H -6.603381 -1.975369 -1.183305 -0.08 0.00 -0.10 0.20
H -6.725146 -2.696221 0.421881 -0.11 -0.09 0.01 0.21
H -5.543403 -3.311405 -0.734440 0.00 -0.12 -0.06 0.20
H -4.468208 -1.871278 0.994752 0.00 0.06 0.09 0.19
H -5.513228 -0.528055 0.527615 0.03 0.05 0.09 0.20
H -4.578926 -0.643592 -1.792690 -0.01 -0.07 -0.08 0.20
H -3.452016 -1.890419 -1.261369 0.00 -0.07 -0.10 0.19
H -2.509290 0.447147 -1.378379 0.00 0.11 0.02 0.20
H -3.597832 0.918808 -0.076549 0.01 0.08 -0.05 0.21
H -1.431231 -1.228631 0.106648 -0.03 -0.08 0.05 0.21
H -2.536018 -0.794526 1.411949 0.03 -0.07 0.07 0.21
H -0.382556 0.304125 1.750098 -0.04 0.12 -0.02 0.23
H -1.656569 1.520436 1.434712 0.18 -0.09 -0.04 0.25
H 1.868692 -0.956159 -0.472904 -0.01 0.11 -0.05 0.53
H 2.656845 1.339182 -3.330137 -0.04 -0.13 -0.22 0.23
H 4.377840 -0.831793 -3.861383 0.02 -0.05 -0.29 0.20
H 3.450263 2.188740 -0.039696 0.00 0.03 -0.04 0.22
H 2.762368 3.093324 2.136910 0.00 0.09 0.02 0.22
H 2.604820 1.611678 4.102930 -0.01 0.03 0.09 0.22
H 3.187738 -0.777814 3.890265 0.00 -0.06 0.07 0.22
H 3.851692 -1.693615 1.690752 0.02 -0.11 -0.02 0.23

No. 3
50
Properties=species:S:1:pos:R:3:forces:R:3:nbo_charge:R:1 method="wB97M-V/def2-TZVPD" homo_lumo_gap_ev=8.0 smiles="CS(=O)(=O)c1ccc(-c2nnc(-c3cccnc3NC[C@@H]3COCCO3)[nH]2)cc1" total_charge=0
C -4.738319 -2.932612 -2.071124 -0.38 0.72 -0.54 -0.85
S -4.550589 -1.239070 -2.632379 -3.10 0.56 -0.89 2.13
O -4.749935 -1.263118 -4.083578 1.02 -0.18 1.28 -0.93
O -5.547990 -0.405865 -1.918446 2.43 -1.10 -0.30 -0.93
C -2.842881 -0.872982 -2.251779 0.17 0.75 -0.72 -0.34
C -2.541553 0.096463 -1.296468 1.68 -0.52 0.24 -0.18
C -1.167001 0.365922 -1.026982 -0.83 -0.16 -0.69 -0.21
C -0.123133 -0.231932 -1.766967 -2.18 -0.02 0.84 0.01
C 1.257485 -0.014449 -1.428441 1.44 0.51 0.10 0.27
N 2.245307 -0.643743 -2.016214 0.44 0.62 1.18 -0.26
N 3.394550 -0.164965 -1.437021 1.54 -0.23 -0.87 -0.29
C 3.147749 0.791979 -0.581229 -1.75 -1.01 -0.31 0.32
C 4.065999 1.668827 0.151556 0.85 -0.66 -0.86 -0.18
C 5.389725 1.811436 -0.317382 -1.38 -0.11 0.28 -0.09
C 6.183042 2.793267 0.206788 -0.21 0.23 0.43 -0.31
C 5.667632 3.562802 1.224245 -0.80 0.38 0.74 0.07
N 4.462215 3.349859 1.780950 0.06 0.32 -0.02 -0.48
C 3.660420 2.417185 1.269640 0.16 -0.32 0.30 0.41
N 2.447617 2.135820 1.882738 0.34 1.32 0.13 -0.64
C 1.789059 2.965658 2.910491 0.34 -0.66 -1.06 -0.23
C 0.776502 2.066218 3.592958 0.96 -1.19 0.35 0.06
C 1.528429 1.162593 4.583249 -0.88 -0.72 -0.21 -0.09
O 0.625214 0.239176 5.226026 0.26 0.06 0.15 -0.53
C -0.047723 -0.632342 4.318281 -0.41 1.59 -0.67 -0.09
C -0.757619 0.260123 3.247841 0.01 -0.35 0.74 -0.09
O 0.091692 1.239293 2.623123 0.20 -0.01 0.41 -0.56
N 1.773832 0.877375 -0.511907 -0.75 0.19 -0.20 -0.55
C -0.479419 -1.132228 -2.769358 -1.13 -0.25 -0.33 -0.18
C -1.831701 -1.424609 -3.064253 1.11 0.37 0.96 -0.18
H -4.661795 -3.023366 -1.018509 -0.03 0.22 1.10 0.24
H -3.951758 -3.497644 -2.504149 0.64 -0.60 -0.62 0.23
H -5.713387 -3.272796 -2.418320 0.07 0.13 -0.06 0.26
H -3.325575 0.581833 -0.730611 -0.01 -0.04 -0.03 0.25
H -0.920392 1.069629 -0.244801 -0.09 0.09 0.11 0.21
H 5.781513 1.204101 -1.108333 -0.27 -0.33 -0.39 0.24
H 7.140230 2.979741 -0.203267 0.85 0.16 -0.16 0.22
H 6.216609 4.407092 1.650246 -0.06 -0.32 -0.14 0.20
H 2.019961 1.242242 1.736892 0.09 -0.16 0.02 0.41
H 1.252578 3.815029 2.486584 0.19 0.10 -0.32 0.20
H 2.540335 3.357289 3.605757 -0.25 -0.13 0.04 0.23
H 0.099707 2.705001 4.141225 -0.63 -0.01 0.22 0.19
H 1.957734 1.836141 5.332392 -0.01 -0.54 0.15 0.20
H 2.305812 0.541005 4.094093 -0.11 0.64 0.03 0.18
H 0.587837 -1.374101 3.844615 0.64 0.05 -0.11 0.17
H -0.790964 -1.197574 4.887846 0.00 0.29 0.00 0.20
H -1.564484 0.799706 3.751979 -0.07 -0.03 0.02 0.17
H -1.196084 -0.373969 2.472768 0.19 0.24 -0.13 0.20
H 1.263117 1.535438 0.054060 -0.12 0.04 -0.13 0.43
H 0.301107 -1.633985 -3.314341 0.12 0.02 -0.22 0.24
H -2.011858 -2.088042 -3.901636 -0.38 0.02 0.18 0.24

No. 4
49
Properties=species:S:1:pos:R:3:forces:R:3:nbo_charge:R:1 method="wB97M-V/def2-TZVPD" homo_lumo_gap_ev="3.9 / 4.3" spin_multiplicity=4 total_charge=-1
V -0.379205 0.844756 0.338502 0.42 1.17 -1.49 0.87
C 2.391268 -5.013955 1.335473 1.34 1.34 -1.19 -0.62
C 2.407349 -3.858826 0.310155 -1.10 0.14 -1.56 -0.20
N 1.078502 -3.316621 -0.144607 1.75 -0.38 0.96 -0.61
C 0.526863 -2.137878 0.224652 -1.55 0.96 -0.05 0.33
S 1.311608 -0.743668 1.024432 1.09 -1.99 -0.25 -0.27
N -0.783644 -2.030820 -0.082384 0.96 -1.22 0.56 -0.49
N -1.252750 -0.964068 0.603612 -1.20 0.40 0.65 -0.28
C -2.338793 -1.032876 1.316738 -0.29 0.51 -0.88 0.20
C -3.442358 -2.024740 1.054271 -0.37 0.34 1.49 -0.66
C -2.498407 0.135669 2.168399 0.61 2.34 1.03 0.14
C -3.400485 0.316008 3.247178 -0.11 -1.12 -0.20 -0.24
C -3.281039 1.350446 4.144205 0.02 1.80 -0.63 -0.18
C -2.443760 2.459360 3.802234 0.07 -0.61 0.61 -0.27
C -1.591662 2.279492 2.735635 0.25 -0.24 -0.64 0.07
N -1.582403 1.175098 1.952818 -1.42 -1.76 1.02 -0.49
H 3.435316 -5.395885 1.360791 -0.65 0.15 0.29 0.21
H 2.134757 -4.519712 2.237980 -0.30 -0.21 1.27 0.22
H 1.738272 -5.819536 1.089348 -0.62 -0.47 -0.19 0.20
H 2.991995 -3.022329 0.666310 -0.03 0.21 0.27 0.23
H 2.880553 -4.167596 -0.621624 0.25 -0.23 0.02 0.18
H 0.462937 -3.964389 -0.615745 -0.09 0.20 0.19 0.39
H -3.311528 -2.435231 0.086796 0.30 -0.56 -0.85 0.24
H -3.536079 -2.841696 1.796500 0.13 0.40 -0.32 0.22
H -4.390570 -1.461734 1.037396 0.26 -0.22 0.16 0.22
H -4.213338 -0.389021 3.429508 0.44 -0.19 -0.12 0.21
H -3.923191 1.399935 5.027913 0.11 -0.01 -0.41 0.21
H -2.449561 3.431243 4.333823 0.09 -0.96 -0.18 0.22
H -0.859726 2.995616 2.350785 -0.55 0.18 0.53 0.24
N -0.788422 0.268377 -1.754583 0.96 0.52 0.51 -0.89
C 0.201495 0.855458 -2.591538 1.29 1.73 -0.69 0.12
C 0.210446 0.834653 -3.998151 -0.06 -0.17 -0.15 -0.25
C 1.066327 1.623187 -4.783165 0.68 0.37 0.75 -0.25
C 2.037258 2.400462 -4.112025 -1.43 -0.62 0.19 -0.23
C 2.075010 2.454311 -2.702023 -0.11 -1.62 -2.15 -0.06
C 3.149701 3.049336 -2.071107 1.34 1.08 0.03 -0.28
C 3.124340 3.207635 -0.706048 -1.19 -0.67 1.41 -0.25
C 2.059563 2.653509 0.036559 0.31 0.03 -1.25 -0.04
N 1.130895 1.865592 -0.625285 0.40 -0.41 2.36 -0.58
C 1.150735 1.692715 -1.943160 -0.21 0.39 -1.16 0.18
H -0.840780 -0.706514 -1.894937 -0.48 -1.30 -0.08 0.38
H -1.674133 0.777343 -1.742140 -0.17 -0.07 -0.49 0.43
H -0.444779 0.131438 -4.488009 -0.43 0.06 -0.16 0.19
H 1.021698 1.680728 -5.884596 -0.12 -0.41 0.72 0.20
H 2.751414 2.998971 -4.638145 0.27 0.23 -0.41 0.19
H 3.978507 3.406096 -2.707010 -0.46 0.00 0.57 0.19
H 3.903247 3.733768 -0.203233 0.40 0.36 0.38 0.20
H 1.849953 2.862311 1.100487 0.35 -0.19 -0.72 0.19
Te -1.643396 2.963580 -0.502984 -1.17 0.72 0.25 -0.73

No. 5
44
Properties=species:S:1:pos:R:3:forces:R:3:nbo_charge:R:1 method="wB97M-V/def2-TZVPD" homo_lumo_gap_ev=8.9 smiles="COc1cc(C(C)=O)cc2c1OCN(CCc1ccccc1)C2" total_charge=0
C 2.206515 0.705402 -4.837735 0.02 0.65 1.93 -0.23
O 2.242652 -0.414040 -3.982787 -0.32 -1.93 1.44 -0.53
C 1.000749 -0.728546 -3.376926 -0.04 0.94 -1.22 0.23
C 0.014086 -1.412194 -4.104029 -1.30 -0.12 -0.68 -0.22
C -1.353326 -1.477084 -3.689735 4.19 -0.44 3.41 -0.16
C -2.345289 -2.273156 -4.327630 -1.89 1.26 -2.14 0.56
C -2.031525 -3.420524 -5.326210 1.15 1.96 0.89 -0.71
O -3.436928 -1.714063 -4.239051 -0.53 -1.92 -0.48 -0.53
C -1.602369 -1.046711 -2.363153 -1.75 -0.58 0.18 -0.13
C -0.625291 -0.404041 -1.629544 -0.47 1.33 1.68 -0.12
C 0.630276 -0.139755 -2.130214 0.95 -0.72 -1.40 0.34
O 1.530237 0.672039 -1.515897 0.29 -0.28 0.36 -0.49
C 1.516690 0.633363 -0.096729 -1.09 0.00 1.34 0.10
N 0.172790 0.999308 0.388465 -1.34 0.37 0.33 -0.49
C -0.037246 1.482795 1.849916 2.04 2.16 -1.48 -0.20
C 0.582768 0.505839 2.826134 -3.16 0.54 1.63 -0.45
C 0.321933 0.845406 4.331293 0.50 1.44 1.57 0.00
C 0.919976 -0.001936 5.302583 -1.29 0.94 -0.85 -0.22
C 0.779858 0.275028 6.699298 0.55 -1.02 -1.15 -0.20
C 0.068030 1.363571 7.175144 1.14 1.32 -0.65 -0.23
C -0.447124 2.281684 6.244878 -0.39 -1.55 -0.96 -0.21
C -0.355313 2.021629 4.874684 -0.06 -0.43 -1.48 -0.22
C -1.002647 0.250236 -0.275779 3.12 0.59 0.03 -0.21
H 1.304195 1.160081 -4.487427 -0.48 1.42 -0.81 0.18
H 2.218574 0.444341 -5.844789 -0.48 -0.70 -1.87 0.17
H 3.083112 1.349046 -4.703179 -0.16 -0.13 0.48 0.18
H 0.118817 -1.886756 -5.104373 0.93 0.63 0.81 0.23
H -1.637252 -2.951173 -6.245386 0.51 -0.13 0.57 0.24
H -2.903072 -3.820136 -5.681365 -2.56 -1.10 -0.45 0.24
H -1.411974 -4.214863 -4.938675 0.47 0.07 0.06 0.23
H -2.620824 -1.256328 -1.832736 1.89 0.51 -1.32 0.23
H 1.836073 -0.355837 0.292894 -0.17 -0.07 -0.67 0.14
H 2.291519 1.322894 0.287216 -0.61 0.11 -0.40 0.19
H 0.608511 2.503042 1.969594 -1.49 -2.11 -0.49 0.19
H -1.081759 1.813501 2.127134 0.91 -0.84 -0.92 0.22
H 1.606953 0.466359 2.593460 1.39 -0.50 0.08 0.22
H 0.051798 -0.442766 2.691407 0.56 -0.27 -0.22 0.21
H 1.400022 -0.855989 4.785152 0.09 0.22 1.34 0.21
H 1.281544 -0.399218 7.389045 -0.11 0.14 0.01 0.21
H 0.202462 1.736782 8.192039 -0.51 -0.73 0.03 0.22
H -1.089425 3.093809 6.529324 0.22 0.45 0.35 0.21
H -0.876596 2.779955 4.216059 0.83 -1.10 0.54 0.21
H -1.384761 -0.471599 0.385841 -0.56 -1.28 0.92 0.18
H -1.747414 0.980607 -0.418210 -1.00 0.90 -0.38 0.21

| no. | energy (Ha) |
| --- | --- |
| 1 | -1524.833076 |
| 2 | -1772.454782 |
| 3 | -1709.502109 |
| 4 | -2675.369283 |
| 5 | -1016.939788 |